The following is a DFT calculation (the ωB97M-V functional and the def2-TZVPD basis) of C22H26ClIrN6O2SSe4 as an isolated structure.

Summary:
Calculated total energy (eV): -323854.417
Charge: -1
2S+1: 6
Energy above the lowest of the compared OMol25 structures with the same formula, charge and spin (eV): 0.179
Lowest unoccupied orbital energy (spin up / spin down) (eV): 2.484 / 0.760
Kohn-Sham gap (spin up / spin down) (eV): 5.96 / 5.88

Atoms and positions in Å:
Ir1 -0.164 0.007 1.950
C1 -0.654 4.241 -2.244
C2 -0.572 4.287 -0.794
N1 0.208 5.021 -0.063
N2 0.110 4.471 1.149
C3 -0.669 3.420 1.205
S1 -1.155 2.452 2.538
N3 -1.154 3.335 -0.054
N4 -1.869 2.261 -0.583
H1 -0.135 5.059 -2.690
H2 -1.642 4.252 -2.685
H3 -0.117 3.353 -2.546
H4 0.687 4.811 1.924
H5 -1.146 1.559 -0.870
H6 -2.517 1.987 0.141
Se1 -1.295 -0.480 4.074
Se2 0.022 -0.356 5.888
Se3 2.779 0.221 4.796
Se4 2.208 0.523 2.599
C4 -0.602 -3.777 2.107
C5 0.672 -3.070 1.495
C6 1.254 -3.925 0.343
C7 1.722 -2.918 2.623
C8 0.390 -1.695 0.876
H7 -0.348 -4.875 2.421
H8 -1.485 -3.791 1.490
H9 -0.923 -3.229 2.998
H10 1.631 -4.875 0.675
H11 2.161 -3.426 -0.026
H12 0.553 -3.990 -0.497
H13 2.008 -3.910 3.019
H14 1.258 -2.279 3.390
H15 2.646 -2.450 2.294
H16 1.280 -1.504 0.274
N5 -1.809 -2.519 -0.419
C9 -0.855 -1.482 0.007
N6 -1.684 -0.652 0.840
C10 -2.988 -0.861 0.632
C11 -4.145 -0.302 1.137
C12 -5.400 -0.825 0.704
C13 -5.433 -1.909 -0.200
C14 -4.276 -2.576 -0.583
C15 -3.072 -2.037 -0.185
H17 -1.586 -3.187 -1.106
H18 -0.596 -0.883 -0.841
H19 -4.123 0.461 1.876
H20 -6.297 -0.449 1.149
H21 -6.435 -2.186 -0.534
H22 -4.308 -3.474 -1.190
Cl1 6.188 1.860 -5.048
C16 4.890 1.596 -3.907
C17 3.905 0.652 -4.119
C18 2.861 0.586 -3.215
C19 2.711 1.489 -2.200
C20 3.699 2.448 -2.016
C21 4.827 2.513 -2.849
C22 1.529 1.581 -1.231
O1 1.535 2.529 -0.454
O2 0.605 0.734 -1.333
H23 3.932 -0.044 -4.952
H24 2.042 -0.117 -3.369
H25 3.607 3.039 -1.084
H26 5.535 3.305 -2.727

natural (NBO) atomic charge list, values in e, 5 entries: number 1, Ir, carries 0.492; number 2, C, carries -0.660; number 3, C, carries 0.388; number 4, N, carries -0.265; number 5, N, carries -0.339